A cluster of 2 separate species, C14H24N2O6PS in total. Source: the Open Molecules 2025 dataset; level of theory: ωB97M-V with the def2-TZVPD basis set.

As for the total charge: +1. The calculation puts the HOMO-LUMO gap at 0.27879 Ha.

XYZ file:
```
48
Properties=species:S:1:pos:R:3:forces:R:3:lowdin_charge:R:1
P 3.683 -2.789 -0.574 1.2 1.7 -0.6 0.9518
H -1.349 6.928 -0.256 0.0 0.0 0.0 0.0842
H 1.397 0.811 2.640 0.2 -0.1 -0.3 0.0950
H 4.877 -3.019 1.534 -0.2 0.1 -0.3 0.0449
C -1.240 0.499 -0.751 -0.2 -1.0 -0.3 -0.2129
O 2.810 -0.231 1.465 -0.4 -0.2 -0.2 -0.1455
O -2.210 -2.410 0.286 0.2 0.2 0.2 0.1143
O -2.588 0.896 -0.690 0.6 0.6 0.0 -0.0341
H -3.976 6.387 -1.880 0.1 0.1 0.0 0.0849
H 3.295 -3.545 -2.587 0.2 -0.1 -0.2 0.0621
H -1.641 -0.291 1.260 0.1 -0.3 -0.2 0.1384
H 2.620 -0.146 3.470 -0.1 0.0 -0.2 0.1031
C -2.575 5.204 -0.733 -0.1 0.5 -0.4 -0.4919
O 3.911 -3.783 -1.883 -0.8 -0.3 0.9 -0.2889
C 4.457 -3.720 0.806 -0.6 -0.5 0.3 -0.2344
O -2.557 4.118 -1.669 0.1 -0.5 0.2 -0.0712
C -1.775 -5.222 0.734 -0.6 1.3 -0.4 -0.6904
N -1.146 -4.918 -0.275 0.1 -0.1 1.1 0.1356
H 2.072 -5.385 0.040 0.3 0.0 -0.3 0.1370
C 1.844 -2.687 -0.252 -0.1 -1.9 0.3 -0.1796
H 5.301 -4.306 0.424 -0.3 0.0 -0.1 0.0562
C 2.126 -0.269 0.239 -0.3 0.1 -0.6 -0.1857
C 1.028 -3.827 -0.351 0.0 -0.2 -0.1 -0.2219
H -3.927 6.797 -0.156 0.0 0.0 0.0 0.0846
C -1.372 6.103 -0.969 0.2 -0.1 0.1 -0.0622
C -0.350 -3.751 -0.155 0.5 -0.6 -0.7 -0.1054
C -0.791 -0.158 0.593 -0.2 1.3 -0.9 -0.0544
H -1.139 -0.268 -1.541 0.1 0.1 0.2 0.1305
H -2.514 4.764 0.264 0.0 -0.2 -0.1 0.1368
C -0.881 -2.522 0.143 -0.8 -0.2 0.2 -0.2258
H -2.639 1.683 -1.254 -0.5 0.1 0.3 0.0796
S -2.710 -5.229 1.980 0.3 -0.8 -0.1 0.8432
H -1.392 6.517 -1.980 -0.1 0.1 0.0 0.0845
N -0.105 -1.425 0.278 -0.1 -0.1 0.5 0.0717
H -0.444 5.535 -0.875 0.0 0.0 0.1 0.0762
H -0.132 0.560 1.072 0.2 -0.6 0.2 0.1035
O 1.520 -5.035 -0.674 -0.1 -0.1 0.3 0.0989
H -4.731 5.319 -0.709 0.0 0.0 0.1 0.0815
H -2.429 -2.282 1.223 -0.3 0.0 -0.2 0.1336
H 1.593 0.664 0.005 0.0 -0.2 0.3 0.1281
H 3.770 -4.364 1.372 0.2 -0.1 -0.2 0.0386
H -0.553 1.309 -1.033 -0.2 0.0 0.2 0.1278
H 2.889 -0.371 -0.539 0.0 0.0 0.3 0.0915
C -3.877 5.976 -0.872 -0.2 -0.2 0.1 -0.0592
H -2.610 4.491 -2.555 0.0 0.0 0.0 0.0911
C 1.230 -1.509 0.085 1.1 1.4 0.1 -0.1467
C 1.966 -0.129 2.593 0.1 0.1 0.8 -0.0914
H 1.263 -0.970 2.707 0.1 0.1 -0.2 0.0926
```
Positions in Å, forces in eV/Å.

A structure of composition H4N4O2. Source: the Open Molecules 2025 dataset; level of theory: ωB97M-V with the def2-TZVPD basis set.

Its energy above the lowest of the compared OMol25 structures with the same formula, charge and spin is 188.7 kJ/mol. The calculation puts the HOMO-LUMO gap at 0.38645 Ha.

XYZ file:
```
10
Properties=species:S:1:pos:R:3:forces:R:3:lowdin_charge:R:1
H -1.721 1.447 0.551 0.4 0.7 0.3 0.0563
N -1.657 0.488 0.320 -0.4 -0.8 -0.5 0.0155
N 1.596 -0.007 0.086 1.0 2.7 1.0 -0.5296
O 2.501 -0.762 0.267 1.4 -2.2 0.1 0.0369
H 0.717 -1.794 -0.143 -1.7 4.8 -0.4 0.3102
N 0.429 -0.516 -0.215 0.3 -7.1 0.5 -0.0701
H -0.856 -0.094 -1.541 -0.7 0.5 1.1 0.1494
O 1.681 1.181 0.238 -0.2 1.6 -0.2 0.0662
H -2.073 -0.146 1.018 1.0 0.0 -1.1 0.0942
N -0.616 0.204 -0.580 -1.1 -0.3 -0.8 -0.1290
```
Positions in Å, forces in eV/Å.

An isolated molecule of C4H5NO. Source: the Open Molecules 2025 dataset; level of theory: ωB97M-V with the def2-TZVPD basis set.

Its energy above the lowest of the compared OMol25 structures with the same formula, charge and spin is 172.6 kJ/mol. The calculation puts the HOMO-LUMO gap at 0.41793 Ha.

XYZ file:
```
11
Properties=species:S:1:pos:R:3:forces:R:3:lowdin_charge:R:1
C 1.100 -0.334 -1.079 -0.1 0.2 -0.1 0.0324
C -0.387 1.215 1.450 0.0 0.8 0.4 -0.1430
H -1.768 0.013 0.547 0.1 0.2 -0.3 0.1476
H -0.721 0.623 -1.614 0.1 0.0 0.1 0.1078
H -0.156 -1.644 0.200 0.2 -0.5 0.9 0.0896
H 1.712 -0.698 -0.255 -0.1 0.0 -0.3 0.0846
C -0.670 0.059 0.571 -0.2 0.2 -0.2 -0.3926
N -0.327 2.210 2.038 0.1 -1.1 -0.5 0.1568
H 1.487 -0.486 -2.079 0.0 0.4 0.0 0.0681
C -0.091 0.212 -0.832 0.2 -0.1 -0.2 -0.1068
O -0.179 -1.172 1.052 -0.2 -0.1 0.2 -0.0445
```
Positions in Å, forces in eV/Å.

A structure of composition C17H41AlBFN2O4P. Source: the Open Molecules 2025 dataset; level of theory: ωB97M-V with the def2-TZVPD basis set.

As for the total charge: -1. The calculation puts the HOMO-LUMO gap at 0.21330 Ha.

XYZ file:
```
68
Properties=species:S:1:pos:R:3:forces:R:3:lowdin_charge:R:1
H -1.428 2.865 -2.516 -0.5 -0.1 0.1 0.0561
H 4.697 -2.296 -6.043 0.0 0.0 0.0 0.1113
H 0.423 1.719 3.414 -0.1 0.2 0.1 -0.1016
C -3.234 2.628 -1.197 1.1 1.2 -0.3 -0.2310
C 3.898 -0.200 -4.437 -0.1 0.2 -0.1 -0.2039
N -0.463 2.078 3.062 0.0 -0.8 0.1 -0.4308
H -1.056 -0.293 3.681 -0.6 0.1 0.4 -0.0717
H 2.218 -2.637 -4.309 0.0 -0.1 0.0 0.1151
H -1.183 2.328 -0.491 -0.5 0.2 0.2 0.0748
C 4.068 -0.711 1.494 -0.2 0.1 0.1 -0.2143
H 5.944 0.807 2.829 0.0 0.0 0.0 0.1138
N -0.038 -0.894 -0.563 -0.6 0.8 0.5 -0.1731
O 2.641 -0.714 -4.894 0.3 -0.2 0.0 -0.1434
C 6.059 0.520 1.780 0.1 0.1 0.3 -0.1810
H 0.424 0.757 0.804 0.1 -0.5 -0.2 0.0561
H 1.714 0.288 -0.332 -0.4 -0.4 0.4 0.0787
B -1.425 -0.949 -0.031 0.5 -1.6 -0.4 -0.5045
H -7.174 -1.716 4.117 -0.1 0.7 -0.2 0.0970
C -0.046 -0.438 -1.968 -0.2 -1.4 0.1 -0.0913
O -2.130 -2.208 -0.260 0.9 1.0 -0.4 -0.0056
C 5.087 1.306 0.917 -0.2 0.0 -0.2 -0.2028
F -2.202 3.449 0.860 -0.3 0.1 -0.4 -0.1473
O -5.005 0.202 2.429 -0.4 -0.9 -0.2 -0.2525
Al -2.475 0.572 0.939 -0.9 0.6 0.3 0.3718
O 3.850 0.587 0.928 0.5 -0.1 0.1 -0.1494
H -5.825 -1.749 2.281 0.3 0.5 -0.1 0.1082
H -7.216 0.139 5.889 0.7 -0.1 -0.1 0.0608
H 2.306 -2.388 -6.065 0.0 0.1 0.0 0.1147
H -2.895 3.629 -3.172 0.2 -0.5 0.3 0.0557
C 4.759 -1.401 -4.087 0.1 0.0 0.3 -0.1786
C -6.290 -0.189 5.366 -0.9 0.1 -0.5 -0.1257
H 4.923 2.320 1.284 -0.1 0.0 0.0 0.1189
H 7.101 0.674 1.496 0.0 0.0 0.0 0.1079
H 5.436 1.363 -0.122 0.1 0.1 0.0 0.1139
H 5.869 -1.588 2.373 0.0 0.0 0.0 0.1099
H -5.598 0.668 5.288 -0.3 -0.4 0.1 0.0707
H -2.642 1.409 4.015 0.2 -0.8 0.2 -0.0739
H 0.697 -1.042 -2.536 -0.2 0.8 0.1 0.0733
H -5.097 0.545 0.392 0.4 -0.4 0.4 0.0554
H -7.431 -0.043 3.448 0.3 -0.3 0.3 0.1034
P -1.610 0.913 3.140 0.9 1.6 -0.5 0.5723
H 5.827 -1.199 -4.180 0.0 0.0 0.0 0.1095
H 4.341 0.384 -5.252 0.1 0.0 0.0 0.1143
H 4.447 -3.473 -4.747 0.0 0.0 0.0 0.1104
C 2.763 -2.124 -5.109 -0.3 0.0 0.2 -0.2089
H 3.607 -0.728 2.487 0.0 -0.1 0.0 0.1227
H -4.489 -1.077 0.778 -0.1 0.5 0.5 0.0471
H 4.560 -1.717 -3.059 0.0 0.0 0.0 0.1138
H -1.038 -0.722 -2.395 0.6 0.5 0.0 0.0815
C 0.881 -0.117 0.285 0.4 0.0 -0.3 -0.1174
C -5.493 -0.981 3.008 -0.6 0.0 1.4 -0.2802
C -4.431 -0.009 1.109 -0.1 0.4 -1.0 -0.2576
H -4.695 -1.431 3.652 -0.3 0.0 -0.5 0.1239
H 3.733 0.461 -3.585 -0.1 0.0 0.0 0.1175
C -2.523 2.746 -2.603 -0.6 -0.1 -0.2 -0.1219
H 0.129 0.652 -2.050 -0.1 -0.5 -0.2 0.0833
H -4.089 1.929 -1.222 0.4 0.2 0.0 0.0739
H -2.708 -2.120 -1.020 -0.4 -0.1 0.0 0.0553
C -6.716 -0.712 3.960 1.1 -0.6 0.0 -0.2311
H 3.581 -1.464 0.873 -0.1 0.1 0.0 0.1128
C -2.208 2.349 -0.051 -0.1 -0.6 -0.1 -0.3556
H -2.721 1.860 -3.238 0.2 0.4 0.3 0.0569
H -5.845 -1.007 5.963 0.0 0.5 -0.3 0.0652
C 5.572 -0.904 1.578 0.1 -0.2 -0.2 -0.1786
H -3.646 3.643 -0.995 0.1 -0.7 0.1 0.1010
H 1.314 -0.804 1.040 -0.2 0.6 -0.3 0.0749
C 4.246 -2.448 -5.058 0.1 -0.1 -0.3 -0.1805
H 5.953 -1.295 0.630 0.0 0.0 0.0 0.1103
```
Positions in Å, forces in eV/Å.

no.,strongest force on any atom (Eh/bohr),LUMO (eV),calculated total energy (eV)
1,0.042,-3.81,-50288.2279
2,0.138,0.60,-10113.5111
3,0.024,0.68,-7764.7379
4,0.036,2.37,-48742.3966